{"formula": "ClH12O6", "method": "wB97M-V/def2-TZVPD", "elements": ["Cl", "O", "H", "H", "O", "H", "H", "O", "H", "H", "O", "H", "H", "O", "H", "H", "O", "H", "H"], "positions_angstrom": [[-0.06154, -0.33270, 0.21483], [1.74350, -2.83267, -1.34613], [1.23959, -3.17256, -0.59954], [1.54461, -1.88660, -1.33490], [-0.67562, -2.68404, 2.42080], [0.07781, -2.63693, 3.01593], [-0.64845, -1.83675, 1.94243], [1.45103, 0.20939, -2.59068], [0.93373, -0.00299, -1.79088], [2.31838, 0.44977, -2.25103], [-2.16673, 0.78529, -2.08984], [-1.64322, 0.38484, -1.37188], [-2.34967, 1.67563, -1.77910], [0.61463, 2.86209, -0.37724], [0.51963, 1.89166, -0.38432], [-0.28626, 3.18233, -0.28425], [-0.79977, 1.69596, 2.95627], [-1.17057, 1.01851, 3.52895], [-0.64109, 1.22978, 2.12057]], "forces_ev_per_angstrom": [[-0.10, 0.16, 0.09], [0.11, -0.10, 0.05], [-0.05, 0.11, 0.01], [-0.05, -0.14, -0.05], [-0.06, 0.12, 0.20], [0.02, 0.01, -0.05], [0.09, -0.16, -0.27], [0.07, -0.20, 0.11], [-0.05, 0.24, -0.15], [-0.04, 0.05, 0.03], [-0.09, -0.04, 0.12], [0.03, -0.01, -0.09], [0.05, 0.00, 0.00], [0.02, -0.10, -0.07], [0.00, 0.17, 0.11], [0.00, -0.03, 0.05], [-0.10, -0.02, 0.03], [0.00, -0.01, -0.03], [0.15, -0.04, -0.10]], "mulliken_charge": [-0.919, -0.644, 0.323, 0.359, -0.614, 0.303, 0.250, -0.588, 0.184, 0.330, -0.618, 0.326, 0.288, -0.615, 0.345, 0.287, -0.624, 0.304, 0.323], "e_above_lowest_kcal_mol": 5.1, "total_charge": -1, "fmax_ev_per_a": 0.32}

---

{"formula": "C4H2N2O3", "method": "wB97M-V/def2-TZVPD", "elements": ["C", "C", "C", "C", "N", "N", "O", "O", "O", "H", "H"], "positions_angstrom": [[1.10699, -0.01674, -1.44865], [-1.11759, -1.93123, -0.07112], [-2.42242, -1.18486, 1.92671], [-0.16324, 0.10972, -0.96321], [2.23767, -0.16469, -1.78777], [-2.08573, -1.50839, 0.54058], [-1.60417, -1.42593, 2.80310], [-0.67840, -2.74534, -0.80199], [-3.58830, -0.69018, 2.01705], [-0.17957, 0.43038, -0.03773], [-0.94318, 0.32787, -1.66282]], "forces_ev_per_angstrom": [[2.62, -0.33, -0.85], [-2.28, -0.57, -0.44], [-2.04, 1.00, -1.03], [0.31, -1.28, -3.86], [-1.45, 0.19, 0.24], [0.53, 0.49, 0.92], [0.91, -0.32, 0.78], [1.59, -0.51, -0.43], [0.90, -0.43, 0.21], [-0.64, 1.72, 4.53], [-0.45, 0.04, -0.07]], "mulliken_charge": [0.764, 0.520, 0.588, -1.532, -0.714, -0.302, -0.685, -0.524, -0.774, 0.388, 0.271], "e_above_lowest_kcal_mol": 22.3, "total_charge": -2, "fmax_ev_per_a": 4.89}

---

{"formula": "C4H6N2O", "method": "wB97M-V/def2-TZVPD", "elements": ["N", "C", "C", "C", "C", "O", "N", "H", "H", "H", "H", "H", "H"], "positions_angstrom": [[1.86056, 0.06248, 1.32812], [0.72165, -0.17234, 0.53211], [-0.09987, -1.23604, 0.32856], [-1.19830, -0.78364, -0.54260], [-0.84584, 0.48932, -0.89121], [-1.59857, 1.34231, -1.60918], [0.23603, 0.91259, -0.20836], [2.67351, 0.31617, 0.78556], [2.06325, -0.74166, 1.89978], [0.06879, -2.22932, 0.74597], [-2.18739, -0.61885, -0.14830], [-2.19337, 0.78534, -2.13510], [0.49955, 1.87364, -0.08535]], "forces_ev_per_angstrom": [[-0.32, -0.11, -0.22], [0.05, 0.21, -0.04], [-0.12, 0.23, 0.34], [0.81, 0.00, 0.47], [-0.40, 0.26, 0.46], [0.04, 0.32, -0.12], [0.55, -0.03, -0.39], [0.13, -0.08, -0.04], [0.10, -0.03, 0.09], [-0.22, 0.40, -0.12], [-1.02, -1.42, -0.42], [0.14, 0.23, 0.16], [0.26, 0.03, -0.16]], "mulliken_charge": [-0.541, 0.122, -0.364, -0.596, 0.371, -0.521, -0.060, 0.231, 0.251, 0.349, 0.142, 0.367, 0.250], "smiles": "Nc1ccc(O)[nH]1", "e_above_lowest_kcal_mol": 47.0, "fmax_ev_per_a": 1.80}

---

{"formula": "CHCl2NO2", "method": "wB97M-V/def2-TZVPD", "elements": ["C", "N", "O", "O", "Cl", "Cl", "H"], "positions_angstrom": [[0.49787, 0.24837, -0.61072], [-0.53441, -0.80578, 0.32065], [1.30827, 0.89588, 0.20585], [0.64528, 0.28153, -1.78848], [-1.33797, 0.44981, 1.33414], [-1.58181, -1.79819, -0.58409], [1.00278, 0.72838, 1.12265]], "forces_ev_per_angstrom": [[0.12, -1.42, -0.77], [2.16, 2.58, -0.80], [-0.95, -0.54, 1.18], [-1.34, -0.71, 1.15], [-0.38, -0.86, -0.40], [0.03, 0.69, -0.08], [0.35, 0.27, -0.28]], "mulliken_charge": [0.674, -0.176, -0.359, -0.397, -0.088, 0.003, 0.344], "smiles": "O=C(O)N(Cl)Cl", "e_above_lowest_kcal_mol": 35.1, "fmax_ev_per_a": 3.46}